(1)
Formula: C4H7NOS
Source: the Open Molecules 2025 dataset
Level of theory: ωB97M-V/def2-TZVPD

Structure (XYZ):
```
14
Properties=species:S:1:pos:R:3:lowdin_charge:R:1
C -0.32222 -1.21062 -0.24415 -0.1888
S -1.61505 0.11459 0.15097 0.8136
C -0.62744 1.48218 -0.03578 -0.2717
H 1.29496 1.68225 0.97018 0.1275
N 1.42452 0.52814 -1.03636 0.0291
H -2.22308 -0.47770 1.51573 0.0860
H 0.83415 0.70786 -1.86827 0.1234
C 0.98156 -0.43955 -0.13997 -0.3532
C 0.77844 1.09522 0.20727 -0.2819
O -2.78684 0.18702 -0.71452 -0.4514
H -0.66309 -1.64371 -1.18588 0.1005
H -0.33543 -1.92444 0.57958 0.0831
H 1.70535 -0.96571 0.58344 0.1553
H -0.94927 2.37750 0.33581 0.0284
```

Summary:
maximum force	3.845	eV/Å
SMILES string	O=[S@@H]1=C[C@@H]2N[C@@H]2C1
E_tot	-684.59984	a.u.
LUMO level	0.123	eV
relative energy (zero: lowest compared OMol25 entry of this formula, charge and spin)	130.0	kcal per mole


(2)
Formula: C4H7NOS
Source: the Open Molecules 2025 dataset
Level of theory: ωB97M-V/def2-TZVPD

Structure (XYZ):
```
14
Properties=species:S:1:pos:R:3:lowdin_charge:R:1
C 1.06075 1.61620 0.18178 -0.1203
C 0.98683 0.10467 -0.01403 -0.8076
H 0.41922 -2.27051 0.59753 0.0652
H 1.88568 1.94119 0.77552 0.0601
H 1.32460 2.08362 -0.77539 0.0889
O -2.56519 -0.07520 -0.30537 0.0384
C -1.41113 0.34245 -0.38647 -0.2900
H -1.12857 1.34310 -0.86493 0.1507
N -0.31301 -0.40999 -0.02895 -0.1610
S 2.31587 -0.76745 -0.34891 0.7259
H 0.13748 2.06036 0.66838 0.0951
C -0.54982 -1.83587 0.21833 -0.0472
H -1.27444 -1.86602 1.02885 0.0905
H -0.88826 -2.26656 -0.74634 0.1112
```

Summary:
maximum force	2.119	eV/Å
SMILES string	CC(=S)N(C)C=O
E_tot	-684.77934	a.u.
LUMO level	-0.297	eV
relative energy (zero: lowest compared OMol25 entry of this formula, charge and spin)	17.4	kcal per mole


(3)
Formula: C4H7NOS
Source: the Open Molecules 2025 dataset
Level of theory: ωB97M-V/def2-TZVPD

Structure (XYZ):
```
14
Properties=species:S:1:pos:R:3:lowdin_charge:R:1
N -1.04474 -1.11232 0.38299 0.0102
H -1.69664 -0.70976 -1.71639 0.1037
C 0.37339 -0.25117 -0.94630 -0.5664
C 0.44712 0.64587 1.50056 -0.2529
C 0.32528 -0.51874 0.59252 -0.3084
H 2.16985 1.26587 -0.99093 -0.1387
S 1.01907 1.29828 -1.70892 0.7251
C -1.21029 -0.34267 -0.81426 -0.2379
H 1.48302 0.97596 1.85929 0.1419
H 0.73508 -1.18238 -1.38159 0.0971
H -1.56239 0.70724 -0.68191 0.1123
O -0.50690 1.25300 1.90523 0.0630
H 1.13209 -1.23787 0.87325 0.1441
H -1.66394 -0.79131 1.12643 0.1067
```

Summary:
maximum force	3.358	eV/Å
SMILES string	O=C[C@H]1NC[C@H]1S
E_tot	-684.73082	a.u.
LUMO level	0.571	eV
relative energy (zero: lowest compared OMol25 entry of this formula, charge and spin)	47.8	kcal per mole


(4)
Formula: C4H7NOS
Source: the Open Molecules 2025 dataset
Level of theory: ωB97M-V/def2-TZVPD

Structure (XYZ):
```
14
Properties=species:S:1:pos:R:3:lowdin_charge:R:1
S -1.31085 1.31710 0.74189 1.0181
N -0.38412 -1.06125 0.59018 0.0195
C -1.67155 -1.14093 0.19906 -0.2429
H 1.94870 -0.49234 1.21371 0.1073
H -3.24529 0.44452 -0.01704 0.0269
O 0.11820 0.65454 -1.77584 -0.1119
H -2.26943 -2.02084 0.05247 0.1019
H -0.22831 1.20125 -2.52928 0.0776
C 1.38454 0.51088 1.30744 -0.0713
H -0.42383 -0.12388 -1.55391 0.0144
C -2.31063 0.06997 0.19958 -0.4323
H 1.72525 1.27165 0.64492 0.0550
H 1.45080 0.67670 2.42298 0.0929
C 0.02091 0.09747 0.79550 -0.6554
```

Summary:
maximum force	4.570	eV/Å
SMILES string	Cc1nccs1.O
E_tot	-684.76195	a.u.
LUMO level	0.660	eV
relative energy (zero: lowest compared OMol25 entry of this formula, charge and spin)	28.3	kcal per mole


(5)
Formula: C4H7NOSi
Source: the Open Molecules 2025 dataset
Level of theory: ωB97M-V/def2-TZVPD

Structure (XYZ):
```
14
Properties=species:S:1:pos:R:3:lowdin_charge:R:1
H -3.42963 1.10321 -0.29771 0.0393
O 0.77090 1.76320 0.02189 -0.0351
H 3.06869 -0.59874 -0.36689 0.0717
C 2.07121 -0.28023 -0.23799 -0.1079
Si -1.29716 0.16141 -0.40668 0.7453
H -0.77271 -2.13551 0.54599 0.0399
C 1.75194 1.08787 -0.02463 -0.3862
H -3.24650 0.24641 1.14676 0.0563
N -2.77109 0.57613 0.29296 -0.1030
H -1.21662 1.07622 -1.39590 -0.0410
C 1.12291 -1.21985 0.21212 -0.1888
H 1.55870 -2.13713 0.41811 0.0664
C -0.31320 -1.22386 0.11162 -0.2536
H 2.70257 1.58088 -0.01965 0.0967
```

Summary:
maximum force	4.972	eV/Å
SMILES string	N/[SiH]=C/C=C\C=O
E_tot	-576.03341	a.u.
LUMO level	0.287	eV
relative energy (zero: lowest compared OMol25 entry of this formula, charge and spin)	66.4	kcal per mole


(6)
Formula: C4H7NS
Source: the Open Molecules 2025 dataset
Level of theory: ωB97M-V/def2-TZVPD

Structure (XYZ):
```
13
Properties=species:S:1:pos:R:3:lowdin_charge:R:1
H 1.61594 2.14573 0.62859 0.1010
H -0.90314 -1.43980 0.39579 0.0343
C 1.08306 1.19510 0.38286 -0.1540
H 0.46217 0.91671 1.29109 0.0941
H -1.55115 -1.47274 -1.21528 0.0394
C 1.64814 -0.04132 -0.32374 -0.2051
S -1.64790 0.74963 -0.30663 0.8056
H 2.60862 -0.62239 0.05885 0.1378
H -0.04167 1.82338 -1.64270 0.0809
C -1.72222 -1.06959 -0.21178 -0.3757
H -2.69610 -1.11780 0.06524 -0.0269
N 0.82440 -0.19749 -1.29230 0.0478
C 0.03148 1.09007 -0.83762 -0.5791
```

Summary:
maximum force	4.116	eV/Å
E_tot	-609.46326	a.u.
LUMO level	0.995	eV
relative energy (zero: lowest compared OMol25 entry of this formula, charge and spin)	59.8	kcal per mole